(1)
Density functional theory data (ωB97M-V/def2-TZVPD) for a structure of composition C52H37FN2OP2S2SiV in a non-equilibrium geometry.

Structure (XYZ):
```
99
Properties=species:S:1:pos:R:3:forces:R:3:lowdin_charge:R:1
V 0.8010 0.2628 -0.7061 0.0981 -1.0432 0.2442 -0.252
C 0.6771 -3.5047 -1.6176 0.0639 -0.2779 -0.2407 -0.212
Si 0.3753 -2.1191 -0.3655 -0.4848 -0.4555 0.1895 0.490
C -1.4817 -2.4341 0.1399 -0.0853 -0.2762 0.0661 -0.286
C -2.0009 -3.6396 0.6555 0.0959 0.2303 -0.1185 -0.098
C -3.3381 -3.7731 0.9935 0.0504 0.0675 -0.0219 -0.106
C -4.2075 -2.6987 0.8053 0.0765 0.0516 -0.0205 -0.104
C -3.7225 -1.5048 0.2963 -0.0088 0.0375 0.0787 -0.101
C -2.3644 -1.3604 -0.0069 -0.0075 -0.0432 -0.1299 -0.359
P -1.6778 0.1928 -0.7837 -0.5643 0.0492 0.1055 1.038
C -2.6703 0.0287 -2.3594 0.0540 -0.0940 0.0962 -0.309
C -2.1370 -0.7869 -3.3555 -0.0155 -0.0773 -0.1115 -0.114
C -2.8563 -1.0780 -4.5104 0.1393 -0.0149 0.1134 -0.082
C -4.1324 -0.5690 -4.6871 -0.0630 0.0300 0.0303 -0.114
C -4.6858 0.2291 -3.6961 0.0907 0.0441 0.1588 -0.102
C -3.9627 0.5187 -2.5407 -0.0729 0.0588 -0.1385 -0.099
C -2.6361 1.5238 0.0871 0.0700 -0.0098 -0.0901 -0.341
C -2.8158 2.7481 -0.5563 -0.1586 0.0653 -0.1048 -0.126
C -3.4575 3.8068 0.0742 0.0273 -0.0625 -0.0968 -0.108
C -3.8823 3.6824 1.3901 0.0098 0.0023 -0.0147 -0.106
C -3.6635 2.4898 2.0635 0.1067 -0.1788 -0.0999 -0.083
C -3.0518 1.4187 1.4125 -0.2038 -0.0113 0.1308 -0.090
C 1.2397 -2.6946 1.2415 0.1006 -0.0527 0.0934 -0.305
C 1.5680 -4.0180 1.5775 -0.0534 0.1027 0.0122 -0.094
C 2.1270 -4.3356 2.8073 -0.0347 0.1226 -0.0166 -0.104
C 2.3492 -3.3291 3.7478 -0.0612 0.0161 -0.1171 -0.102
C 2.0378 -2.0149 3.4317 -0.0502 -0.0002 -0.0725 -0.106
C 1.5223 -1.6903 2.1724 -0.0911 0.0085 0.0725 -0.384
P 1.0692 0.0672 1.6913 0.2326 -0.6275 1.1319 1.049
C -0.2513 0.2370 3.0297 -0.0561 -0.0660 -0.1609 -0.287
C -0.3795 1.2794 3.9420 -0.0641 0.0748 0.1206 -0.080
C -1.4193 1.3045 4.8753 0.1438 -0.0076 -0.1559 -0.101
C -2.3572 0.2868 4.9156 0.0185 -0.0220 -0.0420 -0.115
C -2.2427 -0.7683 4.0171 0.1017 -0.0003 -0.0074 -0.091
C -1.2089 -0.7876 3.0921 0.1957 -0.0306 0.1015 -0.105
C 2.5198 0.9887 2.4016 -0.0979 -0.0388 -0.0829 -0.326
C 3.7710 0.3780 2.4692 0.0393 -0.0743 -0.0386 -0.107
C 4.8935 1.0815 2.8879 -0.0500 0.0339 -0.0155 -0.081
C 4.7936 2.4204 3.2367 -0.0844 -0.0038 -0.0269 -0.103
C 3.5643 3.0576 3.1252 0.0161 -0.0791 0.0103 -0.088
C 2.4509 2.3493 2.6952 -0.0205 0.1208 0.0123 -0.120
H 0.1822 -4.4488 -1.3340 0.1326 0.1990 -0.0700 0.015
H 1.7541 -3.6909 -1.7353 -0.2046 0.0402 -0.0030 0.026
H 0.2846 -3.1957 -2.5974 0.0819 -0.1197 0.1598 0.017
H -1.3298 -4.4849 0.8003 -0.0461 0.0756 -0.0228 0.093
H -3.7132 -4.7097 1.3941 0.0148 0.0162 -0.0057 0.089
H -5.2593 -2.7975 1.0502 0.0064 0.0124 -0.0039 0.089
H -4.4057 -0.6755 0.1441 0.0144 -0.0121 -0.0081 0.100
H -1.1380 -1.1803 -3.2290 0.0350 -0.0228 -0.0272 0.032
H -2.4092 -1.7041 -5.2742 0.0098 0.0114 0.0455 0.101
H -4.6963 -0.7982 -5.5850 0.0229 0.0227 0.0222 0.090
H -5.6873 0.6278 -3.8146 0.0167 0.0028 0.0208 0.091
H -4.4219 1.1358 -1.7816 -0.0192 0.0446 0.0588 0.091
H -2.4557 2.8714 -1.5733 0.0135 0.0411 0.0251 0.118
H -3.5965 4.7431 -0.4571 0.0236 -0.0754 0.0145 0.102
H -4.3692 4.5136 1.8887 0.0198 -0.0204 -0.0121 0.091
H -3.9633 2.3820 3.0998 0.0004 -0.0313 -0.0272 0.092
H -2.9165 0.4850 1.9444 -0.0376 0.1705 -0.0593 0.072
H 1.3842 -4.8126 0.8554 0.0241 0.1013 0.0690 0.093
H 2.3845 -5.3638 3.0425 -0.0145 0.0329 -0.0088 0.088
H 2.7668 -3.5700 4.7195 -0.0105 0.0117 -0.0197 0.088
H 2.2044 -1.2341 4.1661 0.0264 0.0122 -0.0105 0.107
H 0.3420 2.0829 3.9632 -0.0083 -0.0060 -0.0148 0.077
H -1.4856 2.1309 5.5730 0.0162 0.0199 -0.0054 0.094
H -3.1646 0.3094 5.6400 0.0323 0.0010 -0.0280 0.092
H -2.9628 -1.5795 4.0267 0.0406 0.0170 -0.0242 0.104
H -1.1412 -1.6214 2.4071 0.0101 -0.0116 0.0490 0.087
H 3.8826 -0.6529 2.1575 0.0009 0.0360 0.0354 0.086
H 5.8550 0.5813 2.9163 -0.0373 0.0041 -0.0049 0.097
H 5.6705 2.9729 3.5573 -0.0386 -0.0273 -0.0191 0.090
H 3.4754 4.1166 3.3431 -0.0064 -0.0516 -0.0278 0.097
H 1.5283 2.8952 2.5428 0.0064 -0.0263 -0.0228 0.081
S 3.0817 -0.8369 -0.7374 0.1514 -0.0510 -0.1139 0.716
C 3.2813 -1.2985 -2.3913 0.1379 -0.1128 -0.0978 -0.653
C 4.3912 -2.0726 -2.7759 -0.0933 0.0689 0.2057 -0.074
C 4.5907 -2.4978 -4.0810 0.6342 -0.3102 -0.0039 -0.218
C 5.7854 -3.2531 -4.4158 -0.7561 0.3870 0.1798 -0.196
N 6.7352 -3.8452 -4.6786 0.2003 -0.1187 -0.0262 0.120
C 3.6490 -2.1654 -5.0600 -0.0867 -0.1514 -0.6483 -0.220
C 2.5610 -1.3765 -4.7040 -0.1174 0.0958 -0.0110 -0.078
C 2.3655 -0.9012 -3.4042 -0.0024 -0.0094 -0.0063 -0.641
S 1.0327 0.1736 -3.0637 0.1941 0.0600 -0.8375 0.653
C 3.7854 -2.6377 -6.4229 -0.0229 0.2705 0.7378 -0.201
N 3.8915 -3.0153 -7.5044 -0.0130 -0.0481 -0.1967 0.118
H 5.1149 -2.3489 -2.0187 -0.0255 0.0315 0.0013 0.105
H 1.8394 -1.1099 -5.4664 -0.0033 0.0233 0.0217 0.104
O 3.0240 2.3473 -0.3773 -0.4888 -0.2560 0.0285 -0.063
C 1.8472 2.0043 -0.5433 0.5956 1.5707 -0.1325 -0.493
F -1.0797 6.6757 -1.8331 -0.1117 0.1554 -0.0464 0.009
C -0.4236 5.5158 -1.5400 0.0357 -0.0594 0.0046 -0.307
C -0.5402 4.9882 -0.2779 0.0648 -0.1380 0.2920 -0.048
C 0.1274 3.7986 0.0098 0.0242 0.0669 -0.0318 -0.051
C 0.9499 3.1795 -0.9281 -0.0392 0.6629 0.0004 -0.219
C 1.0284 3.7477 -2.2016 -0.0452 0.0619 -0.0881 -0.038
C 0.3286 4.9080 -2.5213 0.1961 -0.1730 -0.1869 -0.021
H -1.1573 5.4850 0.4635 0.0525 -0.0503 -0.0677 0.110
H 0.0012 3.3453 0.9894 0.0056 0.0218 -0.0023 0.101
H 1.6485 3.2618 -2.9463 -0.0052 0.0311 0.0103 0.101
H 0.3856 5.3546 -3.5100 -0.0105 -0.0662 0.0965 0.109
```
Forces are in eV/Å.

Computed properties:
Charge: -2
Multiplicity: 4
Lowest unoccupied orbital energy (spin up / spin down), eV: 4.012 / 4.008
Orbital gap (spin up / spin down), Ha: 0.17150 / 0.19788
Relative energy (zero: lowest compared OMol25 entry of this formula, charge and spin), eV: 0.507

***

(2)
Density functional theory data (ωB97M-V/def2-TZVPD) for a structure of composition C52H38N5OP2S5Ta in a non-equilibrium geometry.

Structure (XYZ):
```
104
Properties=species:S:1:pos:R:3:forces:R:3:lowdin_charge:R:1
Ta 0.1073 -0.3230 -0.1385 -0.2801 -0.8615 -1.0701 0.957
C 0.6871 3.5318 -4.1161 -0.0662 -0.0515 0.0150 -0.388
S 0.7397 1.8196 -4.6859 0.0798 0.1732 -0.0320 0.944
C 0.3648 0.9100 -3.2658 0.1129 -0.0167 0.1202 -1.030
S 0.0442 1.7103 -1.7442 0.0654 -0.2589 0.2324 0.674
N 0.2794 -0.3623 -3.4580 0.0356 -0.1778 -0.0187 -0.059
N -0.1424 -1.0581 -2.3480 0.4973 0.8770 0.5620 -0.190
C -0.6079 -2.2152 -2.5833 -0.3340 -0.5110 -0.1085 -0.083
C -1.2329 -2.9280 -1.4898 -0.0156 0.0273 -0.0412 -0.281
C -1.7283 -4.2025 -1.6441 -0.0329 -0.2049 -0.1944 0.032
C -2.3585 -4.8141 -0.5669 -0.0747 -0.1299 0.0630 0.005
C -2.4950 -4.1065 0.6110 -0.0350 -0.0408 -0.0093 0.002
C -1.9685 -2.8229 0.6909 0.0386 -0.0750 -0.1390 -0.163
N -1.3359 -2.2405 -0.3309 0.3325 0.3832 0.2525 -0.039
H 1.0599 4.1192 -4.9543 -0.0272 -0.0176 0.0087 0.051
H 1.3365 3.6778 -3.2562 0.0000 0.0104 -0.0496 0.007
H -0.3369 3.8258 -3.8911 0.0728 0.0386 -0.0006 0.040
H -0.5843 -2.6175 -3.5906 -0.0446 0.0145 0.0008 0.159
H -1.6172 -4.7099 -2.5970 -0.0226 0.0573 0.1168 0.137
H -2.7469 -5.8223 -0.6558 0.0442 0.0728 0.0035 0.133
H -2.9994 -4.5329 1.4708 0.0445 0.0707 -0.0700 0.134
H -2.0722 -2.2427 1.5936 0.0657 0.0027 0.0371 0.085
O -0.6665 1.5415 2.6352 0.2578 0.1669 -0.2689 -0.485
S -0.0300 1.8472 1.3381 -0.4697 0.0972 0.9243 0.717
C 1.5031 2.6471 1.6734 0.1331 -0.1718 -0.1765 -0.360
C 1.5146 3.6379 2.6501 -0.0820 -0.0040 0.0243 -0.056
C 2.7326 4.1600 3.0394 0.0795 0.0821 0.0666 -0.020
C 3.9116 3.6835 2.4718 0.0632 0.0121 0.0098 -0.014
C 3.8837 2.6708 1.5261 0.0175 0.1004 0.0028 -0.049
C 2.6662 2.1321 1.1151 -0.1269 0.0824 -0.0656 -0.336
P 2.6389 0.7002 -0.0141 0.2814 -0.1203 -0.0074 0.966
C 3.3229 1.2865 -1.5880 -0.1043 -0.1381 -0.0505 -0.399
C 3.5873 2.6278 -1.8450 0.0914 0.0261 -0.0753 -0.090
C 4.1875 2.9943 -3.0459 -0.0111 0.0030 0.0641 -0.062
C 4.5135 2.0278 -3.9880 -0.0023 0.0846 -0.0558 -0.056
C 4.2220 0.6915 -3.7465 -0.0350 -0.0752 -0.0380 -0.058
C 3.6208 0.3207 -2.5543 -0.0471 0.0268 0.0302 -0.123
C 3.9688 -0.3262 0.7004 -0.0534 0.0187 0.1549 -0.397
C 5.2094 -0.4853 0.0886 -0.0301 -0.0454 0.0847 -0.070
C 6.2074 -1.2213 0.7220 -0.0354 0.0428 -0.0681 -0.048
C 5.9756 -1.7970 1.9593 0.0706 -0.0328 0.0226 -0.051
C 4.7433 -1.6306 2.5808 -0.0909 0.0073 0.0134 -0.050
C 3.7484 -0.8972 1.9580 0.1099 0.0435 -0.0303 -0.119
C -1.1069 3.0478 0.6042 0.1073 -0.0074 -0.0659 -0.439
C -0.8477 4.4069 0.6140 0.0032 -0.0438 0.0020 -0.042
C -1.8487 5.2734 0.1966 -0.0287 0.0803 -0.0319 -0.025
C -3.0684 4.7670 -0.2229 -0.0389 -0.0257 -0.0297 -0.020
C -3.2937 3.3931 -0.2614 -0.0199 0.0139 -0.0506 -0.030
C -2.3106 2.5057 0.1527 -0.0645 -0.0120 0.0448 -0.374
P -2.4965 0.6761 -0.0026 -0.0659 0.1594 0.0475 1.037
C -3.5864 0.4948 -1.4535 0.0826 -0.1023 -0.0148 -0.345
C -4.9654 0.6787 -1.3049 -0.0146 -0.0473 -0.0029 -0.101
C -5.7994 0.6189 -2.4097 -0.0578 0.0119 -0.0173 -0.046
C -5.2761 0.3702 -3.6730 -0.0337 -0.0061 -0.0090 -0.046
C -3.9114 0.1811 -3.8284 0.0380 0.0109 0.0401 -0.047
C -3.0725 0.2438 -2.7230 -0.0916 0.0610 -0.0249 -0.090
C -3.5441 0.1371 1.3798 0.0430 0.0247 -0.0057 -0.364
C -3.5842 0.8378 2.5836 -0.0651 -0.0116 0.0294 -0.069
C -4.4086 0.3989 3.6130 0.0555 0.0330 -0.0142 -0.043
C -5.1854 -0.7388 3.4513 -0.0225 -0.0067 0.0300 -0.048
C -5.1429 -1.4458 2.2552 0.0126 -0.0380 -0.0399 -0.056
C -4.3295 -1.0093 1.2211 -0.0555 0.0179 0.0567 -0.137
H 0.5907 3.9677 3.1130 0.0875 -0.0691 -0.0082 0.132
H 2.7659 4.9266 3.8044 0.0187 -0.0439 -0.0612 0.127
H 4.8650 4.0871 2.7925 -0.0694 -0.0194 -0.0238 0.127
H 4.8081 2.2820 1.1174 0.0036 -0.0050 0.0331 0.126
H 3.3449 3.3870 -1.1115 0.0198 0.0010 -0.0154 0.108
H 4.4129 4.0377 -3.2368 -0.0224 -0.0748 0.0145 0.119
H 4.9923 2.3177 -4.9175 -0.0431 -0.0296 0.0971 0.120
H 4.4660 -0.0609 -4.4882 -0.0320 0.0542 0.0780 0.122
H 3.4061 -0.7253 -2.3591 0.0303 -0.0123 -0.0370 0.101
H 5.4141 -0.0404 -0.8722 0.0365 0.0325 -0.0565 0.101
H 7.1702 -1.3371 0.2405 -0.0398 0.0059 0.0078 0.117
H 6.7585 -2.3656 2.4478 -0.0664 0.0280 -0.0383 0.118
H 4.5598 -2.0735 3.5529 0.0094 0.0539 -0.0502 0.117
H 2.8019 -0.7521 2.4584 -0.0526 -0.0136 0.0540 0.063
H 0.1117 4.7898 0.9339 -0.0600 0.0005 -0.0367 0.111
H -1.6698 6.3429 0.1992 -0.0261 -0.1027 -0.0057 0.126
H -3.8517 5.4423 -0.5460 0.0455 -0.0421 0.0178 0.125
H -4.2342 3.0232 -0.6466 0.0005 0.0014 0.0240 0.110
H -5.3963 0.8538 -0.3281 0.0025 0.0331 -0.0006 0.114
H -6.8658 0.7653 -2.2824 0.0744 -0.0116 -0.0040 0.120
H -5.9352 0.3236 -4.5321 0.0502 0.0025 0.0564 0.119
H -3.4918 -0.0074 -4.8097 -0.0219 0.0007 0.0515 0.117
H -2.0154 0.1143 -2.8623 0.0069 0.0484 -0.0571 0.042
H -2.9756 1.7200 2.7241 -0.0577 -0.0196 0.0040 0.095
H -4.4443 0.9545 4.5425 0.0009 -0.0329 -0.0636 0.119
H -5.8363 -1.0689 4.2525 0.0551 0.0086 -0.0474 0.118
H -5.7556 -2.3302 2.1224 0.0226 0.0659 0.0028 0.117
H -4.3291 -1.5451 0.2792 -0.0390 0.0136 0.0088 0.108
S 0.1850 -1.0143 2.1671 -0.0790 0.2382 -0.0911 0.749
C 0.5583 -2.7278 2.0948 0.0091 -0.0202 0.0504 -0.627
C 0.2001 -3.5203 3.1830 -0.0402 0.0175 0.0708 -0.036
C 0.4061 -4.8895 3.1456 -0.0539 -0.1256 0.1341 -0.166
C -0.0324 -5.7049 4.2511 -0.0503 -0.0978 0.0933 -0.157
N -0.4159 -6.3434 5.1286 0.1320 0.2301 -0.2804 0.206
C 1.0039 -5.4686 2.0109 -0.0151 -0.2225 0.0620 -0.161
C 1.3943 -4.6733 0.9480 0.0595 -0.0094 -0.1065 -0.030
C 1.1745 -3.2961 0.9794 0.0568 -0.0425 -0.0523 -0.629
S 1.6844 -2.3007 -0.3518 -0.1469 0.2202 -0.0593 0.708
C 1.1871 -6.8982 1.9340 0.0017 -0.1533 0.0467 -0.151
N 1.3082 -8.0409 1.8659 -0.0255 0.4121 -0.0180 0.209
H -0.2634 -3.0702 4.0532 0.0058 -0.0341 -0.0381 0.133
H 1.8670 -5.1252 0.0837 -0.0440 0.0127 0.0605 0.131
```
Forces are in eV/Å.

Computed properties:
Charge: +2
Lowest unoccupied orbital energy, eV: -7.063
Orbital gap, Ha: 0.21877
Relative energy (zero: lowest compared OMol25 entry of this formula, charge and spin), eV: 0.142

***

In eV, the energy values for the records above are, in order, -136086.1898; -138333.1294.